(1)
# C7H15N

An isolated molecule of C7H15N (the ωB97M-V functional and the def2-TZVPD basis, the OMol25 dataset).

CARTESIAN COORDINATES (ANGSTROEM)
C (-1.502, -1.121, 1.758)
C (-0.168, -1.395, 1.041)
N (0.117, -0.703, -0.229)
C (-1.039, -0.456, -1.088)
C (-0.756, 0.910, -1.773)
C (0.539, 1.483, -1.155)
C (0.781, 0.577, 0.068)
C (2.277, 0.400, 0.365)
H (-2.249, -1.842, 1.442)
H (-1.916, -0.126, 1.558)
H (-1.341, -1.013, 2.831)
H (0.628, -1.300, 1.781)
H (-0.148, -2.465, 0.812)
H (-1.990, -0.262, -0.582)
H (-1.152, -1.297, -1.771)
H (-0.580, 0.787, -2.842)
H (-1.512, 1.676, -1.636)
H (1.358, 1.505, -1.877)
H (0.441, 2.512, -0.815)
H (0.303, 1.047, 0.938)
H (2.777, 1.343, 0.142)
H (2.596, -0.366, -0.347)
H (2.536, 0.105, 1.379)

SMILES = CCN1CCC[C@@H]1C
Electronic energy = -330.43963 Ha
Total charge = 0
LUMO = 1.142 eV
Energy above the lowest of the compared OMol25 structures with the same formula, charge and spin = 74.24 kJ/mol

Results of the Löwdin charge analysis, in e, for atoms 1 through 4: C -0.098; C -0.237; N -0.136; C -0.176

=====

(2)
# C4H6N2O

An isolated molecule of C4H6N2O (the ωB97M-V functional and the def2-TZVPD basis, the OMol25 dataset).

CARTESIAN COORDINATES (ANGSTROEM)
N (-0.237, -1.982, 0.448)
C (0.040, -0.654, 0.166)
C (-0.921, 0.393, 0.023)
O (-2.237, 0.258, 0.401)
C (-0.104, 1.593, -0.252)
C (1.186, 1.202, -0.368)
N (1.268, -0.170, -0.100)
H (-1.252, -2.070, 0.467)
H (0.120, -2.270, 1.355)
H (-1.532, 0.103, -0.904)
H (-0.496, 2.590, -0.397)
H (2.076, 1.753, -0.637)
H (2.081, -0.746, -0.253)

Electronic energy = -340.65090 Ha
Total charge = 0
LUMO = 0.543 eV
Energy above the lowest of the compared OMol25 structures with the same formula, charge and spin = 378.10 kJ/mol

Results of the Löwdin charge analysis, in e, for atoms 1 through 4: N 0.135; C -0.290; C -0.471; O -0.171

=====

(3)
# C5H6O2

A structure of composition C5H6O2 (the ωB97M-V functional and the def2-TZVPD basis, the OMol25 dataset).

CARTESIAN COORDINATES (ANGSTROEM)
C (1.060, 1.230, 1.370)
C (0.123, 0.340, 0.628)
O (-2.382, 0.306, -0.990)
C (-1.626, -0.523, -1.430)
O (-1.093, -0.809, -2.564)
C (-0.531, -1.367, -0.942)
C (0.483, -0.726, -0.119)
H (0.929, 2.236, 0.948)
H (0.830, 1.311, 2.438)
H (2.103, 0.933, 1.237)
H (-0.927, 0.633, 0.638)
H (-0.455, -2.421, -1.180)
H (1.488, -1.143, -0.034)

Electronic energy = -344.51801 Ha
Total charge = 0
LUMO = -0.546 eV
Energy above the lowest of the compared OMol25 structures with the same formula, charge and spin = 220.28 kJ/mol

Results of the Löwdin charge analysis, in e, for atoms 1 through 4: C -0.075; C -0.096; O 0.092; C -0.625

=====

(4)
# C9H14S

A cluster of 2 separate species, C9H14S in total (the ωB97M-V functional and the def2-TZVPD basis, the OMol25 dataset).

CARTESIAN COORDINATES (ANGSTROEM)
C (-0.600, 1.894, -3.018)
C (-1.007, 0.944, -1.898)
S (-0.999, 3.625, -2.502)
H (0.484, 1.829, -3.075)
H (-0.963, 1.582, -3.991)
H (-0.928, -0.094, -2.246)
H (0.112, 3.926, -1.812)
H (-1.967, 1.105, -1.407)
H (-0.331, 1.005, -1.034)
C (2.687, -2.783, 1.368)
C (-1.005, -2.074, 1.222)
C (0.135, -2.827, 1.317)
C (-1.022, -0.709, 1.636)
C (1.339, -2.216, 1.671)
C (0.111, -0.109, 2.129)
C (1.258, -0.903, 2.269)
H (-1.890, -2.561, 0.839)
H (0.126, -3.861, 0.998)
H (-1.876, -0.116, 1.330)
H (0.148, 0.923, 2.443)
H (3.269, -2.699, 2.287)
H (3.130, -2.184, 0.567)
H (2.149, -0.530, 2.754)
H (2.567, -3.790, 0.978)

Electronic energy = -749.15006 Ha
Total charge = +1
2S+1 = 2
LUMO (alpha / beta) = -4.115 / -9.282 eV
Energy above the lowest of the compared OMol25 structures with the same formula, charge and spin = 151.43 kJ/mol

Results of the Löwdin charge analysis, in e, for atoms 1 through 4: C -0.460; C -0.141; S 1.157; H 0.091

=====

(5)
# C2H4FNO2

A cluster of 2 separate species, C2H4FNO2 in total (the ωB97M-V functional and the def2-TZVPD basis, the OMol25 dataset).

CARTESIAN COORDINATES (ANGSTROEM)
O (-2.097, 1.604, -0.086)
C (-1.719, 0.580, 0.246)
O (-1.855, -0.360, 1.135)
C (-1.104, -0.625, -0.151)
F (-1.666, -1.354, -1.104)
H (-0.047, -1.003, -0.132)
N (1.859, 0.159, -0.035)
H (2.635, -0.001, -0.750)
H (2.208, -0.095, 0.895)
H (1.787, 1.094, -0.017)

SMILES = O=C1O[C@H]1F.N
Electronic energy = -383.63557 Ha
Total charge = 0
LUMO = 0.695 eV
Energy above the lowest of the compared OMol25 structures with the same formula, charge and spin = 220.26 kJ/mol

Results of the Löwdin charge analysis, in e, for atoms 1 through 4: O 0.211; C -0.543; O 0.196; C -0.188

=====

(6)
# C13H26Br3F2N4O8PS2

A structure of composition C13H26Br3F2N4O8PS2 (the ωB97M-V functional and the def2-TZVPD basis, the OMol25 dataset).

CARTESIAN COORDINATES (ANGSTROEM)
C (2.818, -0.705, 4.140)
C (1.394, -0.967, 4.624)
O (0.752, -1.976, 3.810)
P (-0.628, -1.679, 3.078)
O (-1.566, -0.808, 3.800)
C (-0.255, -1.007, 1.440)
C (0.574, 0.271, 1.572)
C (0.550, 1.310, 0.396)
C (1.986, 1.547, -0.151)
Br (2.528, 3.347, -0.323)
C (2.813, 0.579, -0.542)
C (2.543, -0.901, -0.500)
Br (4.536, 0.951, -1.197)
C (-0.284, 0.909, -0.835)
N (-1.744, 1.194, -0.757)
Br (-2.536, 0.733, -2.426)
C (-1.980, 2.648, -0.409)
N (-1.442, 3.487, -1.420)
C (-1.358, 2.808, 0.972)
O (-2.145, 1.947, 1.796)
N (0.053, 2.591, 0.937)
O (-1.201, -3.123, 2.788)
C (-0.337, -4.196, 2.350)
C (-0.977, -4.923, 1.174)
H (3.530, -0.746, 4.962)
H (2.907, 0.266, 3.651)
H (3.089, -1.463, 3.403)
H (0.791, -0.058, 4.645)
H (1.403, -1.361, 5.640)
H (-1.248, -0.846, 1.013)
H (0.236, -1.797, 0.868)
H (0.211, 0.780, 2.466)
H (1.609, -0.010, 1.757)
H (1.495, -1.150, -0.634)
H (2.882, -1.314, 0.456)
H (3.126, -1.403, -1.269)
H (0.058, 1.485, -1.696)
H (-0.172, -0.140, -1.094)
H (-2.244, 0.638, -0.061)
H (-3.052, 2.783, -0.279)
H (-2.114, 4.171, -1.740)
H (-0.621, 3.989, -1.099)
H (-1.516, 3.854, 1.256)
H (-1.823, 1.927, 2.711)
H (0.464, 2.725, 1.853)
H (0.644, -3.811, 2.065)
H (-0.201, -4.867, 3.197)
H (-1.566, -5.779, 1.499)
H (-1.651, -4.250, 0.642)
H (-0.214, -5.261, 0.473)
N (-0.922, 0.848, -5.750)
S (-2.361, 0.593, -6.354)
O (-2.492, -0.580, -7.150)
O (-3.098, 1.756, -6.717)
F (-3.014, 0.161, -4.929)
S (0.219, 1.278, -6.758)
O (1.489, 1.169, -6.119)
O (-0.081, 2.431, -7.539)
F (0.215, 0.086, -7.806)

Electronic energy = -10391.38920 Ha
Total charge = 0
LUMO = -1.379 eV

Results of the Löwdin charge analysis, in e, for atoms 1 through 4: C -0.062; C -0.239; O -0.202; P 0.457